90
Properties=species:S:1:pos:R:3:forces:R:3 method="wB97M-V/def2-TZVPD" smiles="CCSCc1c(CC)c2c(c(P(O)O)c1COC)C(=O)C(Br)=C(CCCCl)C2=O.CC(C)O.CC(C)O.CC(C)O" homo_energy_ev=-8.0249 gap_ev=6.30 total_energy_ha=-5509.4095
C 2.617215 -2.685320 -3.095375 -0.2 0.6 -0.1
C 1.707743 -2.805739 -4.488682 2.2 -0.5 0.5
S 0.027831 -2.046500 -4.147053 -0.1 0.0 -0.3
C 0.159390 -0.190422 -3.831663 1.2 1.0 0.9
C 0.757079 0.161676 -2.309781 1.6 0.9 3.4
C 2.183911 1.013970 -2.122535 -1.5 -1.0 2.8
C 3.072216 1.602113 -3.368755 0.3 0.8 0.4
C 4.587113 0.962991 -3.491574 0.9 -0.1 0.0
C 2.755846 1.294054 -0.590639 -1.8 -1.3 0.3
C 1.969692 0.774053 0.791015 -0.8 -0.5 -3.9
C 0.549873 -0.045976 0.605117 3.7 2.7 -2.2
P -0.333273 -0.664690 2.217258 -3.0 -1.5 -0.4
O -0.958077 0.679026 3.145670 1.2 -1.9 -0.9
O 0.707549 -1.692535 3.162983 0.1 1.0 -1.4
C -0.042350 -0.336755 -0.927932 2.2 1.3 0.2
C -1.480357 -1.176945 -1.076126 0.4 0.9 -0.3
O -2.546830 -0.515285 -0.253219 0.1 -1.5 -2.1
C -3.772525 -0.578555 -1.068589 -0.3 0.1 -0.9
C 2.680892 1.079564 2.273713 -2.1 1.2 3.8
O 2.003665 1.384989 3.383391 4.2 -2.2 -7.2
C 4.352224 1.020069 2.249674 0.5 1.5 -4.3
Br 5.339775 0.329005 3.871283 -1.4 1.0 -2.1
C 5.062178 1.490433 0.993097 -1.0 -0.9 3.1
C 6.715761 1.436287 0.825402 -0.7 -1.3 -0.3
C 7.002878 0.687140 -0.634896 0.1 0.5 -0.3
C 8.170722 -0.478556 -0.542224 -1.9 -0.2 -1.9
Cl 9.684095 0.025238 0.402010 -1.5 -0.5 -0.9
C 4.196683 2.093778 -0.304745 0.5 3.1 -1.9
O 4.622019 3.147955 -1.006275 -2.3 -6.6 4.2
H 1.923135 -2.451981 -2.177332 1.3 -0.5 -1.9
H 3.325220 -1.763270 -3.234304 -1.1 -1.9 0.5
H 3.205057 -3.664899 -2.840769 -1.0 1.9 -0.8
H 2.270042 -2.338511 -5.430460 -1.3 -0.8 2.2
H 1.662298 -3.975516 -4.714454 -0.8 2.7 0.4
H 0.817641 0.249625 -4.694120 -1.1 -0.6 1.9
H -0.902275 0.312403 -3.925582 2.0 -1.4 0.2
H 2.574795 1.511316 -4.423981 0.6 -0.1 2.3
H 3.195815 2.771553 -3.164104 -0.3 -2.6 -0.4
H 4.698914 -0.088208 -2.936827 -0.4 2.3 -1.3
H 4.889212 0.835005 -4.636933 -0.8 0.1 2.5
H 5.426262 1.673262 -3.029163 -2.1 -1.5 -0.9
H -1.870358 0.388502 3.440773 1.4 0.1 -0.4
H 0.734153 -2.577932 2.687994 -0.3 1.7 0.7
H -1.305856 -2.301090 -0.772838 -0.4 2.3 -0.5
H -1.894843 -1.126732 -2.191825 1.5 -0.2 2.3
H -3.623478 0.210215 -1.948433 -0.6 -1.6 1.7
H -3.913532 -1.659749 -1.546482 0.2 2.2 1.0
H -4.738185 -0.326236 -0.452804 2.2 -0.4 -1.0
H 7.210134 0.713976 1.635852 -1.5 1.8 -1.5
H 7.226800 2.489577 0.905214 -1.2 -2.1 -0.3
H 7.241939 1.523991 -1.448828 -0.2 -1.9 1.8
H 6.034431 0.131372 -1.053436 2.0 1.1 1.1
H 8.465355 -0.723068 -1.672066 -0.3 0.6 2.6
H 7.645808 -1.458994 -0.133030 1.6 2.1 -0.4
C -3.042081 0.419105 -7.308194 -0.1 0.3 -0.1
C -1.832701 -0.333393 -7.839871 -0.3 -0.3 0.5
C -2.121849 -1.819382 -7.979535 0.1 -0.2 -0.2
O -0.733173 -0.147635 -6.952156 0.2 0.2 0.0
H -3.324286 0.054817 -6.313993 0.0 -0.1 -0.1
H -2.815470 1.485206 -7.201163 0.0 -0.1 -0.1
H -3.901041 0.308861 -7.977438 0.1 0.0 0.1
H -1.541563 0.077989 -8.812549 0.1 0.0 0.2
H -2.371437 -2.263010 -7.009130 -0.1 0.1 0.0
H -1.238784 -2.350036 -8.351429 -0.1 0.1 0.0
H -2.953214 -1.996690 -8.668924 0.1 0.0 0.1
H -0.982616 -0.509992 -6.085790 0.1 -0.1 -0.4
C -2.355228 -2.520895 5.493739 0.4 0.0 0.0
C -3.222168 -1.437963 6.115999 -0.2 -0.7 -0.1
C -4.511830 -2.014814 6.677507 -0.2 0.2 0.3
O -3.533554 -0.457420 5.129551 0.0 0.5 -0.4
H -2.874811 -3.008683 4.661348 -0.1 0.0 0.1
H -1.436306 -2.089445 5.082872 -0.1 -0.1 0.1
H -2.085254 -3.282823 6.231597 0.0 0.1 -0.1
H -2.665889 -0.934475 6.914219 -0.1 0.1 -0.2
H -5.107849 -2.484665 5.887073 0.2 -0.1 0.0
H -5.131249 -1.222327 7.111083 0.2 -0.1 0.0
H -4.306464 -2.761552 7.450858 0.0 0.1 -0.1
H -4.027610 -0.895461 4.416709 0.2 0.1 0.4
C -6.289329 2.179142 5.988363 -0.3 -0.2 0.0
C -5.413509 2.993137 6.927450 0.3 -0.2 -0.6
C -4.745910 4.149258 6.200146 0.1 0.3 0.1
O -4.412925 2.148732 7.490760 0.1 -0.1 0.2
H -5.695173 1.744219 5.176821 0.0 0.2 0.1
H -6.753511 1.343406 6.522647 0.0 0.2 0.0
H -7.079318 2.797205 5.550448 0.1 -0.1 0.0
H -6.019765 3.379236 7.754180 0.2 -0.2 0.0
H -4.097050 3.784163 5.396111 -0.2 -0.1 0.0
H -4.109144 4.718871 6.885547 -0.2 -0.1 -0.1
H -5.489661 4.826365 5.768611 0.1 0.0 0.0
H -3.869699 1.801272 6.763923 -0.3 0.1 0.2